# 1
Molecular formula: C2H12O6V
Method: DFT, ωB97M-V with the def2-TZVPD basis set

Geometry (Å):
1 V 4.82840 -11.31141 13.05108
2 O 4.92095 -12.08515 14.92471
3 C 5.90683 -13.12215 14.83007
4 C 7.14562 -12.58295 14.06559
5 O 6.67685 -12.24889 12.76239
6 H 5.38998 -13.90516 14.35409
7 H 6.23912 -13.61201 15.75436
8 H 7.94848 -13.34404 13.96227
9 H 7.52300 -11.64729 14.43978
10 O 2.89289 -10.48674 13.43259
11 H 2.34283 -10.56577 12.63709
12 H 2.43994 -9.89133 14.00203
13 O 3.81714 -12.93136 11.88755
14 H 3.88713 -13.77225 12.30441
15 H 4.20396 -13.09856 10.98748
16 O 4.78018 -10.53753 11.07568
17 H 5.42881 -10.37387 10.37712
18 H 3.95648 -10.41104 10.64475
19 O 5.50747 -9.35969 13.81187
20 H 5.16815 -8.58955 13.27862
21 H 5.59252 -9.14222 14.74239

Summary:
Energy above the lowest of the compared OMol25 structures with the same formula, charge and spin (kJ/mol): 62.9
Charge: 0
Orbital gap (alpha / beta) (eV): 4.7 / 5.8
⟨S²⟩: 3.756
Largest force on an atom (eV/Å): 2.831
Multiplicity: 4

Results of the natural (NBO) charge analysis, in e, for atoms 1 through 6: 1.1228, -0.9095, -0.0798, -0.0848, -0.9333, 0.1191



# 2
Molecular formula: CH9N3
Method: DFT, ωB97M-V with the def2-TZVPD basis set

Geometry (Å):
1 N 0.65711 2.67669 -1.37369
2 H 1.43953 3.15805 -1.34683
3 H 0.46745 2.42826 -2.27344
4 H 0.68132 1.88285 -0.75576
5 N -0.52610 -1.35301 1.81300
6 C -0.27936 -0.58864 0.61231
7 N 0.05563 -1.03403 -0.82342
8 H -1.40898 -1.67129 1.97882
9 H 0.15163 -1.62812 2.50393
10 H -1.17216 0.14352 0.46794
11 H 0.49635 0.02262 0.83414
12 H 0.42107 -1.88024 -0.97278
13 H -0.70650 -0.95136 -1.42114

Summary:
Energy above the lowest of the compared OMol25 structures with the same formula, charge and spin (kJ/mol): 137.7
Charge: 0
Orbital gap (eV): 10.2
SMILES: NCN.N
Largest force on an atom (eV/Å): 5.428
Multiplicity: 1

Results of the natural (NBO) charge analysis, in e, for atoms 1 through 6: -1.0584, 0.3429, 0.3508, 0.3632, -0.8661, -0.0506



# 3
Molecular formula: C18H19F2N2O7S
Method: DFT, ωB97M-V with the def2-TZVPD basis set

Geometry (Å):
1 C 1.89986 -1.15064 -2.08895
2 C 0.95880 -1.62364 -3.19217
3 C 1.02375 -3.16360 -3.13171
4 C 0.56504 -3.91209 -4.39409
5 S -0.44260 -5.43240 -4.18666
6 C -1.73981 -4.92053 -3.14764
7 N -2.98434 -4.74736 -3.45449
8 N -3.63730 -4.38094 -2.28950
9 C -2.73199 -4.35275 -1.37397
10 O -1.51659 -4.70684 -1.81717
11 C -0.41655 -1.17556 -2.93842
12 C -0.85593 -0.56667 -1.73460
13 C -2.18076 -0.16921 -1.56038
14 C -3.14982 -0.36682 -2.53240
15 C -2.74821 -0.96464 -3.72949
16 C -1.43110 -1.33005 -3.92109
17 H 1.85804 -0.07010 -1.93187
18 H 2.92667 -1.45687 -2.31630
19 H 1.65803 -1.62164 -1.11030
20 H 2.06805 -3.43716 -2.95310
21 H 0.46502 -3.50522 -2.24768
22 H 0.03021 -3.27040 -5.08422
23 H 1.45114 -4.26566 -4.92776
24 H -2.85810 -4.08157 -0.33886
25 H -0.22049 -0.36028 -0.87840
26 H -2.47518 0.29238 -0.62023
27 H -4.17545 -0.06222 -2.35785
28 H -3.46530 -1.13152 -4.52724
29 H -1.17312 -1.74837 -4.88622
30 C 0.10897 1.43258 3.77372
31 C -0.99628 1.72925 2.78331
32 O -0.37826 1.46153 1.54940
33 C 0.59942 0.52473 1.76206
34 O 1.12521 -0.09927 0.91237
35 O 0.84743 0.41588 3.09510
36 F -1.38122 3.03421 2.82496
37 H 0.74227 2.30075 3.92808
38 H -0.25249 1.06715 4.73185
39 H -1.88558 1.10331 2.88252
40 C 3.14649 6.15280 5.41000
41 C 1.68379 6.00206 5.04603
42 O 1.65153 4.70998 4.47317
43 C 2.66757 3.98194 5.01802
44 O 2.77186 2.80687 4.93740
45 O 3.52964 4.80004 5.66776
46 F 1.28427 6.91336 4.13087
47 H 3.71732 6.54065 4.56524
48 H 3.31799 6.77127 6.28618
49 H 0.99805 6.03327 5.89476

Summary:
Energy above the lowest of the compared OMol25 structures with the same formula, charge and spin (kJ/mol): 0.0
Charge: -1
Orbital gap (eV): 3.2
Largest force on an atom (eV/Å): 0.700
Multiplicity: 1

Results of the natural (NBO) charge analysis, in e, for atoms 1 through 6: -0.6295, -0.3820, -0.4433, -0.4902, 0.2002, 0.2781



Which of these has the highest multiplicity?
C2H12O6V